Record 1
Molecular formula: C36H45N6SeSi2Y
Method: DFT, ωB97M-V/def2-TZVPD

XYZ file:
```
91
Properties=species:S:1:pos:R:3:forces:R:3
Y 0.0404 0.2218 -0.3202 0.0263 -0.1397 0.1884
C 3.1098 -0.5991 1.1554 0.7519 0.0833 -0.0917
N 1.8381 -0.1947 1.7042 0.0803 0.2906 0.2416
C 2.0289 1.0332 2.4963 -0.6210 -0.0269 0.4437
C 0.7255 1.7059 2.8317 -1.2469 -0.2717 -1.1008
C 0.5168 2.5683 3.8803 0.2764 0.5743 0.5418
C -0.6454 3.3522 3.8991 0.2136 -0.5562 0.1293
C -1.6395 3.1073 2.9866 -0.6363 -0.4930 -1.2773
C -1.4185 2.1479 1.9919 0.9998 -0.3393 1.2465
N -0.2484 1.4908 1.9131 -0.2994 0.2434 -0.0378
C 1.3885 -1.2822 2.5661 -1.3101 0.4290 0.4782
C 0.9007 -2.4694 1.8039 -0.5268 0.1676 -1.1667
C 0.9654 -3.7243 2.3210 0.2477 -1.3237 1.9382
C 0.3214 -4.7828 1.6694 0.2429 0.3620 0.2401
C -0.3346 -4.5459 0.4918 0.2185 0.4780 0.1270
C -0.3242 -3.2450 0.0100 -0.7685 -0.1267 -0.3939
N 0.2589 -2.2464 0.6315 0.8210 0.9795 0.7677
C 3.5886 0.2289 -0.0057 -0.2352 -0.5706 0.8273
C 4.9590 0.3172 -0.2463 -1.4936 0.2118 -0.4013
C 5.3562 0.9983 -1.3802 0.8566 -0.4310 0.1624
C 4.4161 1.5728 -2.1980 -1.1925 0.0068 -0.2393
C 3.0678 1.3605 -1.8790 -0.7035 0.8244 -0.1020
N 2.6177 0.7330 -0.7668 1.4587 0.1941 -1.1647
H 3.8807 -0.6046 1.9237 0.2618 0.0813 0.3792
H 3.0277 -1.6329 0.8584 -0.0830 -0.4293 -0.4722
H 2.5707 0.8316 3.4246 0.2783 -0.0830 0.0108
H 2.5834 1.7608 1.9120 0.3175 -0.0433 -0.1578
H 1.2638 2.6789 4.6751 -0.1988 0.0540 -0.4433
H -0.7877 4.1088 4.6449 0.0414 0.1641 0.3842
H -2.6260 3.5689 2.9507 0.4428 0.2906 0.3804
H -2.1954 1.8064 1.3265 -0.0216 0.2083 -0.3955
H 2.1718 -1.6124 3.2562 0.0136 0.2028 0.1988
H 0.4941 -0.9126 3.1384 0.8458 -0.2354 -0.2257
H 1.4013 -3.8968 3.3497 -0.3214 0.2254 -1.3984
H 0.3035 -5.7602 2.1034 0.1158 -0.4048 0.2463
H -0.8703 -5.3077 -0.0271 -0.2342 -0.4006 -0.2869
H -0.8722 -2.9634 -0.8856 0.1731 -0.0386 0.1100
H 5.5913 -0.1934 0.4428 0.6828 -0.0969 0.1728
H 6.3986 1.0059 -1.6590 0.1945 0.2797 0.0835
H 4.6946 2.1667 -3.0747 -0.2185 -0.4144 0.3202
H 2.2522 1.7674 -2.4863 0.4215 -0.0075 0.0385
C -3.9222 -2.6260 0.2189 0.4326 0.6617 -1.4623
Si -3.2446 -0.9688 0.8639 -0.2621 -0.0753 -0.0714
C -2.3822 -1.2638 2.4646 -0.2948 0.1019 1.0412
C -4.8026 -0.0723 1.3931 -1.1484 0.2368 -1.6421
N -2.1392 -0.1778 -0.2031 -0.5430 -0.4694 0.4448
C -2.5468 -0.1708 -1.5583 0.7002 -0.3416 -0.1257
C -3.7884 0.2729 -1.9394 -1.0587 0.1315 -0.5167
C -4.2180 0.1526 -3.2586 0.4855 -0.1812 -0.0748
C -3.3471 -0.3541 -4.2087 -1.0333 0.2846 -0.8631
C -2.0753 -0.7258 -3.8775 0.7043 -0.4412 0.0272
C -1.6504 -0.6755 -2.5624 0.0747 0.3494 0.9288
N -0.3781 -1.0613 -2.1377 0.4398 0.3182 0.2415
Si 0.6665 -2.0688 -3.0131 0.7052 0.3168 -0.4671
C 2.2292 -2.4423 -2.0165 0.0796 -1.1304 -0.9024
C 1.2624 -1.2682 -4.6227 -0.3345 0.7843 -0.1607
C -0.1005 -3.7290 -3.3374 -0.8051 -0.5993 0.9864
H -4.5307 -3.2066 0.8758 -0.3349 -0.2608 0.8628
H -3.1215 -3.2725 -0.1622 -0.0808 0.0637 0.1014
H -4.5715 -2.4146 -0.6543 0.3305 -0.0239 0.2410
H -2.9603 -1.9027 3.1545 -0.1195 0.4110 -0.2440
H -2.2100 -0.2817 2.9547 0.2557 -0.6856 -0.1075
H -1.4938 -1.8328 2.2838 0.8491 0.0171 0.0912
H -4.8915 1.0141 1.4575 0.5281 0.0091 0.5219
H -5.2668 -0.5766 2.2263 0.0185 0.0277 0.6472
H -5.5305 -0.2542 0.5757 0.1932 -0.1408 0.1432
H -4.4793 0.6787 -1.2019 0.2406 -0.0313 -0.0510
H -5.2088 0.4267 -3.5555 -0.4201 0.2364 0.0016
H -3.6558 -0.4468 -5.2506 -0.0714 0.0651 0.2377
H -1.3911 -1.1073 -4.6325 -0.1713 0.1127 0.0472
H 2.0353 -3.1304 -1.1883 0.1163 0.2892 0.1198
H 2.8084 -1.5854 -1.7281 0.2050 0.3773 0.3277
H 2.8755 -3.0207 -2.7220 -0.3562 0.3530 0.3732
H 1.1870 -0.1642 -4.4980 -0.0466 -0.5494 -0.0835
H 0.6204 -1.5300 -5.4683 -0.1128 0.0547 0.0483
H 2.2711 -1.4572 -4.9755 0.3136 -0.2920 0.2557
H -0.0367 -4.3267 -2.3979 0.0015 0.2583 -0.6126
H 0.3373 -4.3245 -4.1078 0.5834 -0.3369 -0.6199
H -1.1672 -3.6753 -3.5812 0.0351 0.2146 0.0531
Se -0.2422 2.8456 -1.5692 -0.6202 0.0461 -0.2467
C 0.2102 4.1209 -0.2305 1.2102 -0.4212 0.2070
C -0.4361 5.3148 0.0494 -0.1199 -0.2609 0.1070
C 0.0206 6.1513 1.0658 0.0582 0.4278 0.1159
C 1.1862 5.8475 1.7893 -1.1777 0.3942 0.8065
C 1.8084 4.6412 1.5271 0.8765 0.2127 0.3012
C 1.3624 3.8332 0.5150 0.0439 -0.9538 -0.5793
H -1.3274 5.5226 -0.5139 -0.2865 0.3530 -0.0333
H -0.5791 7.0462 1.2903 0.4876 -0.3517 -0.0482
H 1.4762 6.4397 2.6806 -0.1055 -0.2299 -0.8803
H 2.6823 4.3495 2.1154 -0.1543 0.0611 -0.1596
H 1.8847 2.8978 0.2414 -0.1825 0.6879 0.3701
```
Forces are in eV/Å.

As for the molar mass: 785.84 u. Its total energy is -129154.40525 eV. The LUMO energy is 0.002 Eh.

***

Record 2
Molecular formula: C36H45N9
Method: DFT, ωB97M-V/def2-TZVPD

XYZ file:
```
90
Properties=species:S:1:pos:R:3:forces:R:3
N -2.7344 -0.3916 1.8410 -4.3359 -4.2811 -4.4929
C -2.4791 -1.0701 0.6056 -1.7113 -2.6203 3.4236
C -3.6289 -1.1428 -0.1277 1.5661 -5.5411 7.0811
C -4.5817 -0.4481 0.5894 -2.2873 -0.0537 2.1213
C -4.0702 -0.0328 1.8257 0.6841 -0.5008 -1.2465
H -2.0878 -0.0648 2.5447 -0.4634 -1.2927 -0.9740
H -1.4966 -1.5039 0.4923 -1.9198 -1.1948 0.3805
H -3.8582 -1.6025 -1.0777 0.2041 -2.6438 1.4919
H -5.5623 -0.6129 0.1680 -0.6500 1.0467 0.7539
H -4.4055 0.5131 2.6952 -0.6585 -0.0955 -0.4359
N 0.5136 3.0284 -1.3708 0.2113 -2.0191 0.2488
C -0.0609 1.8256 -0.9959 0.6856 3.1551 -1.6058
C -1.4226 2.0508 -1.0796 -0.1071 -2.1661 0.3194
C -1.7101 3.2891 -1.5790 2.4175 3.2517 -1.1187
C -0.4260 3.9110 -1.7838 -0.1212 -0.4807 0.7987
H 1.4985 3.0798 -1.1530 -0.0469 0.9031 -0.6717
H 0.5819 1.0216 -0.6691 0.4800 1.9039 -0.4799
H -2.0636 1.2432 -0.7581 -0.5301 1.1465 -0.2864
H -2.5934 3.8381 -1.8700 -0.2776 -0.6025 0.2644
H 0.0409 4.8242 -2.1223 -1.0569 0.4635 -0.1890
N -2.4520 -2.7271 -4.9214 -0.8005 1.3492 0.3493
C -1.7859 -3.7882 -4.4447 0.7315 -0.5923 1.4133
C -1.2040 -3.3924 -3.2257 -0.0400 -1.5594 -0.9267
C -1.5298 -2.0605 -2.9958 -0.6571 -3.6587 -3.2454
C -2.3966 -1.6576 -4.0568 0.9649 -3.0075 -1.3406
H -3.0624 -2.7040 -5.7259 0.2702 -0.2054 0.1074
H -1.8996 -4.7375 -4.9471 0.3901 -0.0389 0.1903
H -0.6934 -3.9953 -2.4893 0.1640 -0.2431 -0.3620
H -1.2610 -1.4780 -2.1270 3.1550 -6.5233 0.9620
H -2.9149 -0.7372 -4.2818 -0.0158 -1.3014 -0.5997
N 3.6484 1.1104 3.7488 -1.7893 -0.9039 -1.6836
C 2.7391 1.9502 3.1315 0.1890 2.5215 0.8255
C 2.1299 1.4436 2.0115 1.8315 1.6156 3.1482
C 2.6144 0.1375 1.9547 3.9858 -0.7712 5.3091
C 3.4589 -0.1009 3.0737 -0.2926 0.9560 -2.3909
H 4.1212 1.2468 4.6308 -0.3119 0.0768 -0.3036
H 2.5254 2.9115 3.5749 0.1539 0.1050 0.0656
H 1.2100 1.7763 1.5537 1.5277 1.3108 -0.0077
H 2.2073 -0.5797 1.2574 3.2054 2.3899 4.5354
H 3.9917 -1.0193 3.2712 0.1968 0.7350 0.1812
N 5.7514 0.4940 -1.3941 0.7579 0.3744 -0.0808
C 5.0998 1.4383 -0.6694 0.0858 0.8368 0.2569
C 3.9875 0.8813 -0.1018 0.7637 0.6187 -0.3733
C 4.0181 -0.4793 -0.4711 0.1653 -0.4195 -0.0379
C 5.1101 -0.6878 -1.2391 0.6586 -1.0378 -0.8855
H 6.5898 0.6917 -1.9214 -0.2297 -0.3672 0.1495
H 5.5956 2.3809 -0.4903 -0.3629 0.1616 -0.1930
H 3.3486 1.3235 0.6484 0.6977 0.2948 -1.1931
H 3.3271 -1.2467 -0.1549 2.4311 -0.1723 -1.2447
H 5.5172 -1.5932 -1.6645 -0.1806 0.0561 -0.0884
N -3.5232 0.0424 -1.8991 1.5232 2.5845 -4.5190
C -2.4122 -0.0337 -2.6289 -1.7480 6.1637 -0.5217
C -2.5328 0.9192 -3.6584 1.8943 -0.4326 0.4713
C -3.8035 1.3625 -3.6178 -3.3843 1.7780 0.9048
C -4.3830 0.8723 -2.4402 -1.7482 0.5959 -1.0464
H -3.7222 -0.4874 -1.0625 0.0631 3.8858 -3.5653
H -1.7149 -0.8414 -2.4617 -4.4087 5.4842 -3.3818
H -1.8602 1.2068 -4.4530 0.3846 -0.4275 0.1787
H -4.3240 2.0326 -4.2861 0.2355 0.1060 -0.0961
H -5.3473 0.7858 -1.9617 -0.4390 0.9570 -0.5231
N 0.6866 -0.8938 -0.9745 -1.6542 -0.2029 0.2953
C -0.6109 -0.3560 -0.8343 4.1702 -2.9479 2.7449
C -0.6609 -0.0008 0.5169 0.0438 1.5983 -3.8417
C 0.5744 -0.0341 1.0820 -1.0357 -3.6924 -2.0691
C 1.3247 -0.7478 0.2211 -1.4914 2.2205 -6.2636
H 1.0520 -1.3172 -1.8155 0.0701 0.0668 0.1636
H -1.3009 -0.4271 -1.6620 1.3277 3.1253 3.4602
H -1.4064 0.6390 0.9655 0.3854 -1.5580 -2.0305
H 0.8981 0.3422 2.0411 0.0288 -1.8555 -2.2640
H 2.3714 -0.9956 0.3178 -2.5057 1.6600 -2.9523
N -2.6076 2.2729 3.0617 0.6417 -1.6847 1.5886
C -1.8976 2.8599 2.1046 0.0776 2.0847 -2.5701
C -0.8319 2.0970 1.7064 0.1912 2.6503 0.7162
C -0.7877 1.0028 2.5222 -2.4286 2.2190 7.4919
C -1.8959 1.1271 3.3507 2.0617 1.7959 3.2180
H -3.4571 2.5953 3.5028 0.3755 -0.0280 -0.1764
H -2.2678 3.7644 1.6451 0.0592 -0.0443 -0.0937
H -0.2896 2.0840 0.7725 -0.1909 1.5574 0.8240
H -0.1190 0.1553 2.5541 -2.3898 0.7082 1.8949
H -2.0962 0.4225 4.1443 -0.5608 0.3983 0.3163
N 2.8304 -2.8619 3.7361 -0.4827 1.0308 -2.9995
C 3.9975 -3.0681 2.9894 -0.8006 -0.9023 0.0190
C 3.7371 -2.8471 1.6239 0.5828 -0.8714 2.5937
C 2.3980 -2.4066 1.5391 1.2313 -3.2391 1.8442
C 1.9022 -2.3003 2.8097 0.0108 -2.6731 1.1960
H 2.6949 -2.9346 4.7343 0.2278 0.1301 -0.3514
H 4.8602 -3.4257 3.5319 0.1443 -0.0200 -0.3391
H 4.4666 -3.0237 0.8473 -0.1473 0.1603 0.0098
H 1.9344 -2.0403 0.6351 -0.1720 -3.5672 1.5465
H 0.8793 -2.0980 3.0909 0.1291 0.2077 0.2073
```
Forces are in eV/Å.

Its relative energy (zero: lowest compared OMol25 entry of this formula, charge and spin) is 841.01 kcal per mole. As for the molar mass: 603.82 u. Its total energy is -51434.86349 eV. The LUMO energy is 0.024 Eh.